This record from OMol25 describes a molecular structure, C2H5NO3. The level of theory is ωB97M-V/def2-TZVPD.

XYZ file:
```
11
Properties=species:S:1:pos:R:3:forces:R:3:lowdin_charge:R:1
C -0.201 0.875 -0.469 4.002 -2.032 -0.116 -0.1991
C 0.462 -0.349 0.050 -3.730 -2.785 2.495 -0.5243
N -1.025 1.518 0.428 0.394 1.209 0.554 0.0554
O -0.192 -1.446 -0.528 2.675 0.244 -0.069 -0.0092
O 0.617 -2.643 -0.361 -0.426 -0.079 -0.172 -0.0023
O 1.118 -0.503 1.096 -0.575 0.569 -2.502 0.0547
H 1.270 -2.396 0.324 -0.376 0.257 0.130 0.0832
H -0.805 1.346 1.407 -0.771 0.200 -0.496 0.1047
H -1.937 1.790 0.080 0.526 -0.054 0.603 0.1011
H -0.452 0.919 -1.524 -0.209 -0.430 0.309 0.1280
H 1.145 0.890 -0.503 -1.511 2.902 -0.737 0.2078
```
Positions in Å, forces in eV/Å.

For the total energy, the calculation gives -9782.41314 eV. The HOMO energy is -9.0 eV. The value obtained for the HOMO-LUMO gap is 9.71 eV. As for the spin multiplicity: 1.